No. 1
The following is a quantum chemistry calculation of C34H46Cl4O3P4Sn as an isolated structure in a non-equilibrium geometry, from the OMol25 dataset.

Structure (XYZ):
```
92
Properties=species:S:1:pos:R:3:lowdin_charge:R:1
P 1.63 1.19 -3.76 1.09
C 3.13 1.50 -2.80 -0.35
C 4.05 0.85 -3.65 -0.17
H 3.67 0.04 -4.28 0.09
C 5.33 1.33 -3.80 -0.06
H 5.97 0.89 -4.55 0.11
C 5.77 2.38 -2.97 -0.06
H 6.79 2.76 -3.11 0.12
C 4.91 2.92 -2.00 -0.08
H 5.31 3.71 -1.37 0.11
C 3.58 2.48 -1.88 -0.07
H 2.94 2.89 -1.10 0.09
C 1.06 -0.51 -3.41 -0.38
C 1.73 -1.59 -2.79 -0.10
H 2.52 -1.43 -2.06 0.09
C 1.37 -2.90 -3.14 -0.09
H 1.91 -3.77 -2.73 0.11
C 0.34 -3.14 -4.06 -0.09
H 0.11 -4.17 -4.39 0.11
C -0.39 -2.06 -4.57 -0.09
H -1.19 -2.23 -5.30 0.12
C -0.09 -0.78 -4.19 -0.14
H -0.65 0.07 -4.57 0.11
C 0.34 2.43 -3.30 -0.30
C 0.60 3.16 -4.48 -0.19
H 1.50 2.86 -5.04 0.08
C -0.27 4.11 -4.93 -0.05
H -0.04 4.61 -5.88 0.12
C -1.40 4.43 -4.17 -0.05
H -2.07 5.20 -4.54 0.11
C -1.64 3.76 -2.95 -0.07
H -2.52 4.06 -2.38 0.10
C -0.78 2.73 -2.50 -0.10
H -0.98 2.26 -1.54 0.05
Sn 0.25 0.06 2.71 0.70
C -1.50 -1.17 1.89 -0.11
C -1.83 -1.45 0.61 -0.31
H -2.11 -1.65 2.67 0.06
C -1.18 -0.87 -0.65 -0.35
O -2.18 -0.03 -1.38 -0.06
H -1.71 0.49 -2.07 0.08
C -0.13 0.06 -0.34 0.10
H -0.73 -1.66 -1.26 0.13
C 0.40 0.47 0.80 -0.30
Cl 2.15 1.63 2.99 0.15
P -1.39 2.21 2.65 0.81
P 1.83 -1.94 2.45 0.78
C -0.81 3.20 4.07 -0.24
H 0.27 3.35 3.95 0.02
H -1.00 2.66 5.01 0.04
H -1.35 4.15 4.05 0.06
C -1.57 3.37 1.25 -0.22
H -2.28 2.98 0.50 0.05
H -0.60 3.52 0.76 0.05
H -1.93 4.34 1.64 0.07
C -3.05 1.62 3.08 -0.23
H -2.99 0.94 3.94 0.05
H -3.48 1.07 2.22 0.04
H -3.68 2.49 3.32 0.07
C 2.58 -2.08 4.08 -0.22
H 1.92 -2.67 4.73 0.07
H 2.73 -1.08 4.51 0.04
H 3.55 -2.59 3.92 0.07
C 0.97 -3.49 2.11 -0.22
H 0.56 -3.49 1.09 0.05
H 0.15 -3.62 2.83 0.06
H 1.70 -4.30 2.23 0.07
C 3.18 -1.80 1.25 -0.20
H 3.53 -0.76 1.18 0.06
H 2.86 -2.14 0.26 0.05
H 3.99 -2.45 1.63 0.07
P -3.24 -2.53 0.08 0.93
C -3.86 -3.52 1.44 -0.17
C -2.72 -3.67 -1.24 -0.15
H -4.12 -2.89 2.30 0.07
H -3.11 -4.24 1.79 0.07
H -4.76 -4.11 1.20 0.08
H -2.37 -3.10 -2.11 0.06
H -3.52 -4.35 -1.57 0.09
H -1.88 -4.28 -0.87 0.07
C -4.65 -1.60 -0.58 -0.16
H -5.04 -0.93 0.20 0.07
H -5.47 -2.23 -0.94 0.08
H -4.28 -0.98 -1.41 0.05
H 1.19 1.16 0.55 0.07
Cl -0.98 1.05 7.68 0.67
C -0.50 -0.49 6.91 -1.45
Cl 0.69 -1.48 7.77 0.67
Cl -1.96 -1.46 6.48 0.62
C 0.21 -0.02 5.64 -0.82
O 1.33 0.51 5.56 -0.04
O -0.59 -0.26 4.62 -0.30
```

The calculation puts the HOMO-LUMO gap at 3.7 eV. The value obtained for the HOMO energy is -11.77 eV. As for the charge: +2.

=====

No. 2
The following is a quantum chemistry calculation of C34H46N4O11SSiV as an isolated structure in a non-equilibrium geometry, from the OMol25 dataset.

Structure (XYZ):
```
98
Properties=species:S:1:pos:R:3:lowdin_charge:R:1
V -0.39 0.45 0.20 0.91
O -0.28 1.64 1.81 -0.14
C -0.14 2.93 1.72 -0.33
C -0.64 3.79 2.72 -0.03
C -0.53 5.16 2.62 -0.14
C 0.11 5.74 1.53 -0.15
C 0.62 4.91 0.53 -0.08
C 0.51 3.54 0.61 -0.10
C 0.93 2.64 -0.53 -0.35
N -0.24 2.00 -1.03 -0.14
C -0.24 1.65 -2.43 -0.24
C 0.34 0.24 -2.62 -0.21
N -0.39 -0.67 -1.75 0.00
C -0.47 -1.87 -2.19 -0.18
C -1.04 -3.08 -1.63 -0.17
C -0.56 -4.30 -2.12 -0.11
C -0.91 -5.51 -1.56 -0.12
C -1.77 -5.52 -0.44 -0.12
C -2.35 -4.38 0.01 -0.02
C -2.10 -3.10 -0.62 -0.39
O -2.82 -2.12 -0.41 0.03
H -1.15 3.33 3.57 0.10
H -0.95 5.79 3.40 0.08
H 0.20 6.82 1.45 0.07
H 1.12 5.35 -0.33 0.10
H 1.45 3.25 -1.30 0.14
H 0.32 2.37 -3.03 0.11
H -1.28 1.63 -2.78 0.09
H 1.39 0.25 -2.31 0.12
H 0.29 -0.07 -3.68 0.11
H 0.03 -2.06 -3.14 0.12
H 0.15 -4.28 -2.95 0.09
H -0.50 -6.43 -1.95 0.07
H -1.99 -6.47 0.04 0.10
H -3.05 -4.39 0.84 0.11
C -3.45 2.49 -0.92 0.00
C -3.36 1.63 0.29 -0.31
N -2.39 0.80 0.57 0.08
C -2.67 0.25 1.80 -0.13
C -3.85 0.76 2.27 -0.06
N -4.27 1.62 1.30 0.19
C -4.62 0.56 3.54 -0.60
O -4.12 -0.25 4.37 0.00
O -5.68 1.20 3.63 -0.01
C -1.73 -0.71 2.37 -0.46
O -2.03 -1.24 3.52 0.13
O -0.71 -1.03 1.75 0.02
H -2.50 3.01 -1.03 0.07
H -4.27 3.20 -0.83 0.07
H -3.61 1.87 -1.80 0.08
H -5.12 2.14 1.39 0.16
H -2.90 -0.81 3.90 0.04
C 1.86 -7.16 1.73 -0.03
C 1.98 -5.71 2.20 -0.65
C 0.63 -5.01 2.10 -0.05
C 2.49 -5.66 3.64 -0.04
O 2.98 -5.07 1.42 -0.15
Si 2.96 -4.41 -0.09 -0.10
S 1.65 -2.84 -0.38 0.62
O 2.72 -5.69 -1.12 -0.15
C 3.04 -5.86 -2.50 -0.64
C 3.00 -4.55 -3.29 -0.04
C 4.44 -6.47 -2.60 -0.03
C 1.99 -6.83 -3.05 -0.03
O 4.54 -4.00 -0.34 -0.16
C 5.43 -3.19 0.43 -0.65
C 6.31 -2.45 -0.58 -0.04
C 4.68 -2.18 1.30 -0.04
C 6.26 -4.13 1.30 -0.03
H 1.09 -7.70 2.30 0.08
H 2.82 -7.67 1.85 0.08
H 1.60 -7.17 0.67 0.07
H -0.09 -5.48 2.76 0.09
H 0.25 -5.06 1.07 0.05
H 0.71 -3.95 2.35 0.09
H 1.82 -6.20 4.31 0.08
H 2.55 -4.62 3.97 0.09
H 3.49 -6.10 3.70 0.08
H 3.78 -3.88 -2.93 0.08
H 2.05 -4.05 -3.15 0.04
H 3.16 -4.75 -4.36 0.09
H 5.14 -5.80 -2.10 0.07
H 4.73 -6.60 -3.64 0.08
H 4.46 -7.44 -2.09 0.08
H 1.00 -6.38 -2.95 0.04
H 2.02 -7.75 -2.46 0.09
H 2.18 -7.06 -4.10 0.08
H 5.71 -1.74 -1.14 0.09
H 6.75 -3.17 -1.28 0.08
H 7.11 -1.91 -0.06 0.08
H 3.99 -1.59 0.70 0.07
H 5.39 -1.51 1.79 0.09
H 4.09 -2.71 2.06 0.08
H 6.83 -4.82 0.68 0.08
H 5.58 -4.71 1.92 0.07
H 6.94 -3.57 1.94 0.08
O 1.31 0.39 0.03 -0.33
O 1.95 1.66 -0.16 -0.11
```

The expectation value of S² is 3.781. The calculation puts the HOMO-LUMO gap (alpha / beta) at 6.0 / 4.6 eV. Its multiplicity is 4. The value obtained for the HOMO energy (alpha / beta) is -1.93 / -2.12 eV. As for the charge: -2.

=====

No. 3
The following is a quantum chemistry calculation of C34H47FIrN6O8P2Te as an isolated structure in a non-equilibrium geometry, from the OMol25 dataset.

Structure (XYZ):
```
100
Properties=species:S:1:pos:R:3:lowdin_charge:R:1
Ir 0.78 -0.38 -1.16 1.25
C -4.50 5.14 -0.19 -0.02
C -3.07 5.56 0.11 -0.30
C -2.94 6.42 1.36 -0.13
C -3.37 5.64 2.60 -0.12
C -2.67 4.30 2.66 -0.12
C -2.55 3.63 3.85 0.07
C -1.87 2.41 3.92 -0.25
F -1.78 1.80 5.11 0.08
C -1.30 1.85 2.82 0.08
C -1.41 2.51 1.59 -0.04
C -0.80 1.93 0.40 -0.32
O -0.21 0.81 0.50 -0.29
C -0.90 2.66 -0.79 -0.03
C -1.63 3.82 -0.80 0.06
N -2.22 4.35 0.27 0.03
C -2.11 3.72 1.50 -0.06
C -0.26 2.25 -2.10 -0.58
O -0.67 2.77 -3.12 0.09
O 0.75 1.43 -2.04 -0.18
H -5.14 6.03 -0.26 0.09
H -4.90 4.48 0.58 0.09
H -4.55 4.61 -1.14 0.09
H -2.67 6.10 -0.74 0.15
H -3.55 7.31 1.24 0.13
H -1.90 6.73 1.47 0.13
H -4.45 5.49 2.59 0.12
H -3.14 6.21 3.50 0.13
H -2.98 4.04 4.76 0.14
H -0.76 0.91 2.88 0.13
H -1.73 4.35 -1.74 0.16
C 2.41 -3.63 -0.85 -0.07
N 1.23 -4.32 -0.32 -0.27
C 0.96 -5.58 -1.02 -0.09
P -0.05 -3.43 0.18 0.50
O 0.23 -1.96 0.36 -0.45
O -1.24 -3.67 -0.89 -0.25
P -1.51 -2.69 -2.17 0.52
O -0.24 -1.97 -2.44 -0.35
N -1.93 -3.68 -3.39 -0.28
C -3.30 -4.03 -3.75 -0.08
C -0.86 -4.35 -4.14 -0.07
N -2.83 -1.80 -1.78 -0.28
C -2.65 -0.38 -1.48 -0.08
C -3.87 -2.43 -0.96 -0.09
N -0.59 -4.07 1.58 -0.28
C -1.75 -3.41 2.18 -0.08
C -0.46 -5.49 1.91 -0.08
H 3.27 -4.30 -0.77 0.10
H 2.62 -2.73 -0.26 0.05
H 2.28 -3.34 -1.89 0.08
H 1.73 -6.31 -0.76 0.10
H 0.97 -5.44 -2.10 0.08
H -0.01 -6.00 -0.74 0.08
H -3.98 -3.23 -3.48 0.07
H -3.62 -4.96 -3.27 0.09
H -3.35 -4.17 -4.83 0.09
H 0.09 -3.83 -3.99 0.07
H -1.09 -4.30 -5.20 0.09
H -0.76 -5.40 -3.85 0.08
H -1.89 0.05 -2.13 0.07
H -2.38 -0.21 -0.43 0.08
H -3.59 0.14 -1.68 0.10
H -3.88 -3.51 -1.10 0.08
H -4.85 -2.04 -1.26 0.10
H -3.72 -2.22 0.10 0.08
H -1.75 -2.34 1.94 0.08
H -1.69 -3.50 3.27 0.09
H -2.70 -3.85 1.85 0.09
H 0.52 -5.85 1.62 0.08
H -1.24 -6.10 1.43 0.09
H -0.56 -5.60 2.98 0.09
C 4.28 -0.09 2.15 -0.36
Te 2.30 0.07 1.37 1.66
C 2.73 2.15 1.35 -0.34
C 3.79 2.34 2.41 -0.28
C 4.01 3.58 3.00 -0.04
C 4.98 3.73 3.98 -0.08
C 5.74 2.64 4.37 -0.07
C 5.52 1.40 3.79 -0.03
C 4.55 1.24 2.81 -0.28
H 4.96 -0.28 1.32 0.06
H 4.35 -0.92 2.86 0.06
H 1.83 2.72 1.55 0.06
H 3.09 2.38 0.35 0.08
H 3.42 4.44 2.68 0.12
H 5.13 4.70 4.44 0.11
H 6.49 2.75 5.14 0.11
H 6.12 0.54 4.09 0.12
O 4.04 0.11 -0.77 -0.09
C 3.69 -0.26 -1.89 -0.50
C 4.65 -0.24 -3.06 -0.07
C 3.85 -0.77 -4.22 -0.07
C 2.49 -1.09 -3.63 -0.47
O 1.58 -1.61 -4.22 0.07
N 2.48 -0.73 -2.26 -0.03
H 5.53 -0.83 -2.81 0.13
H 4.98 0.79 -3.20 0.13
H 4.26 -1.68 -4.67 0.13
H 3.71 -0.05 -5.02 0.13
```

The calculation puts the HOMO-LUMO gap (alpha / beta) at 7.1 / 6.5 eV. The value obtained for the HOMO energy (alpha / beta) is -9.92 / -10.17 eV. As for the charge: +1.

=====

No. 4
The following is a quantum chemistry calculation of C34H47N5O3PPtS as an isolated structure in a non-equilibrium geometry, from the OMol25 dataset.

Structure (XYZ):
```
92
Properties=species:S:1:pos:R:3:lowdin_charge:R:1
Pt 1.16 0.32 1.66 1.21
N -1.08 6.85 -2.65 0.13
C -0.46 6.01 -1.77 -0.31
C -1.08 5.66 -0.56 -0.02
C -0.48 4.77 0.31 -0.07
C 0.77 4.25 -0.01 -0.32
C 1.41 4.60 -1.20 -0.05
C 0.80 5.47 -2.07 -0.02
S 1.51 3.11 1.05 0.62
O 2.80 3.56 1.49 -0.26
O 0.54 2.71 2.08 -0.37
N 1.67 1.69 0.22 -0.27
C 2.97 1.30 -0.16 -0.49
N 3.30 0.14 0.42 0.06
C 4.51 -0.35 0.17 -0.10
C 5.38 0.31 -0.67 -0.03
C 4.93 1.49 -1.23 -0.08
N 3.72 2.00 -0.99 0.16
H -1.94 7.30 -2.40 0.10
H -0.58 7.21 -3.44 0.10
H -2.06 6.07 -0.32 0.12
H -0.96 4.49 1.23 0.12
H 2.38 4.17 -1.43 0.10
H 1.29 5.75 -2.99 0.12
H 4.77 -1.28 0.65 0.12
H 6.37 -0.08 -0.88 0.11
H 5.56 2.07 -1.90 0.12
N 0.94 -0.59 3.27 -0.04
C 1.04 -0.14 4.51 -0.37
C 0.85 -1.07 5.57 0.02
C 0.93 -0.66 6.87 -0.05
C 1.23 0.68 7.14 -0.01
C 1.43 1.62 6.13 -0.04
C 1.33 1.23 4.82 0.02
H 0.63 -2.10 5.31 0.12
H 0.77 -1.36 7.68 0.12
H 1.30 1.01 8.18 0.12
H 1.67 2.65 6.37 0.12
H 1.46 1.93 4.00 0.09
O -0.50 -0.76 0.46 -0.43
P -0.88 -1.45 -0.84 0.85
C -2.11 -0.58 -1.86 -0.33
C -1.57 0.66 -2.61 -0.17
C -1.25 1.85 -1.69 -0.17
C -2.17 1.90 -0.46 -0.19
C -3.53 1.31 -0.82 -0.18
C -3.41 -0.20 -1.10 -0.17
C -1.51 -3.14 -0.52 -0.32
C -3.03 -3.39 -0.51 -0.17
C -3.67 -3.33 0.90 -0.18
C -2.83 -2.53 1.90 -0.20
C -1.44 -3.14 2.07 -0.19
C -0.89 -3.75 0.76 -0.17
C 0.60 -1.58 -1.90 -0.33
C 0.41 -1.95 -3.39 -0.18
C 0.42 -3.45 -3.69 -0.19
C 1.67 -4.11 -3.12 -0.19
C 1.75 -3.89 -1.61 -0.19
C 1.74 -2.40 -1.26 -0.19
H -2.34 -1.35 -2.60 0.12
H -2.35 0.94 -3.33 0.12
H -0.69 0.41 -3.21 0.09
H -1.37 2.77 -2.27 0.11
H -0.21 1.81 -1.37 0.08
H -2.28 2.92 -0.12 0.09
H -1.74 1.32 0.36 0.09
H -3.92 1.83 -1.71 0.12
H -4.26 1.46 -0.02 0.11
H -4.27 -0.53 -1.69 0.12
H -3.47 -0.72 -0.15 0.08
H -1.10 -3.67 -1.38 0.09
H -3.19 -4.39 -0.92 0.12
H -3.55 -2.72 -1.20 0.08
H -3.77 -4.35 1.28 0.11
H -4.68 -2.92 0.83 0.11
H -3.35 -2.50 2.86 0.11
H -2.72 -1.50 1.57 0.08
H -1.46 -3.93 2.83 0.11
H -0.75 -2.37 2.43 0.06
H -1.13 -4.82 0.72 0.12
H 0.20 -3.67 0.74 0.09
H 0.91 -0.53 -1.86 0.11
H 1.24 -1.50 -3.94 0.13
H -0.50 -1.50 -3.79 0.09
H 0.38 -3.58 -4.78 0.12
H -0.47 -3.93 -3.29 0.10
H 2.55 -3.68 -3.61 0.12
H 1.66 -5.18 -3.35 0.11
H 2.67 -4.34 -1.22 0.12
H 0.92 -4.42 -1.13 0.09
H 2.69 -1.98 -1.62 0.11
H 1.74 -2.26 -0.18 0.08
```

The calculation puts the HOMO-LUMO gap (alpha / beta) at 5.6 / 5.6 eV. The value obtained for the HOMO energy (alpha / beta) is -10.40 / -10.39 eV. As for the charge: +1.

=====

No. 5
The following is a quantum chemistry calculation of C34H47N5OP2PtS as an isolated structure in a non-equilibrium geometry, from the OMol25 dataset.

Structure (XYZ):
```
91
Properties=species:S:1:pos:R:3:lowdin_charge:R:1
Pt -0.09 -1.72 -0.06 0.79
C -2.48 5.45 2.77 -0.39
S -2.87 4.83 1.12 0.82
C -1.23 4.88 0.32 -0.47
C -0.86 3.55 -0.33 -0.25
C -0.68 2.43 0.69 -0.24
N -0.44 1.12 0.06 -0.40
P 1.10 0.32 -0.04 0.93
C 1.64 0.40 1.70 -0.35
C 0.76 -0.03 2.69 -0.12
C 1.11 0.03 4.03 -0.06
C 2.35 0.53 4.40 -0.05
C 3.26 0.92 3.42 -0.05
C 2.91 0.84 2.08 -0.09
C 2.09 1.49 -0.97 -0.32
C 2.42 1.18 -2.29 -0.09
C 3.17 2.06 -3.05 -0.05
C 3.59 3.27 -2.50 -0.05
C 3.24 3.59 -1.19 -0.05
C 2.50 2.71 -0.42 -0.10
P -1.56 -0.06 -0.35 0.83
C -1.96 0.13 -2.11 -0.32
C -3.06 0.85 -2.59 -0.07
C -3.29 0.95 -3.95 -0.05
C -2.45 0.31 -4.85 -0.05
C -1.36 -0.41 -4.39 -0.07
C -1.13 -0.51 -3.03 -0.13
C -3.04 0.17 0.62 -0.32
C -3.81 1.33 0.59 -0.11
C -4.95 1.43 1.37 -0.04
C -5.34 0.37 2.18 -0.04
C -4.58 -0.79 2.23 -0.05
C -3.43 -0.89 1.46 -0.10
H -3.36 5.28 3.39 0.03
H -2.27 6.52 2.74 0.04
H -1.63 4.92 3.19 0.03
H -0.50 5.16 1.08 0.08
H -1.27 5.66 -0.44 0.08
H 0.07 3.69 -0.89 0.10
H -1.63 3.26 -1.05 0.10
H -1.56 2.36 1.33 0.09
H 0.17 2.65 1.34 0.11
H -0.23 -0.40 2.42 0.08
H 0.42 -0.31 4.79 0.11
H 2.62 0.62 5.44 0.12
H 4.23 1.29 3.70 0.12
H 3.63 1.12 1.32 0.10
H 2.08 0.25 -2.72 0.09
H 3.43 1.82 -4.07 0.11
H 4.19 3.95 -3.08 0.12
H 3.55 4.54 -0.77 0.12
H 2.26 2.97 0.60 0.11
H -3.75 1.33 -1.91 0.09
H -4.14 1.52 -4.31 0.12
H -2.65 0.38 -5.92 0.12
H -0.71 -0.92 -5.09 0.11
H -0.28 -1.09 -2.67 0.05
H -3.53 2.17 -0.03 0.07
H -5.53 2.34 1.35 0.12
H -6.23 0.45 2.78 0.12
H -4.89 -1.62 2.85 0.12
H -2.82 -1.78 1.51 0.07
N -1.65 -3.33 -0.27 -0.08
C -1.89 -4.46 0.66 -0.21
C -0.67 -5.38 0.76 -0.19
C 0.23 -5.13 1.97 -0.19
C 0.64 -3.68 2.14 -0.24
N 1.26 -3.14 0.91 -0.09
H -2.51 -2.80 -0.37 0.07
H -1.45 -3.72 -1.19 0.10
H -2.75 -5.03 0.32 0.13
H -2.15 -4.05 1.64 0.11
H -0.10 -5.28 -0.17 0.11
H -1.00 -6.41 0.80 0.12
H 1.12 -5.75 1.86 0.12
H -0.28 -5.45 2.88 0.13
H 1.34 -3.61 2.98 0.13
H -0.22 -3.06 2.40 0.09
H 1.71 -3.88 0.38 0.10
H 1.99 -2.48 1.13 0.06
C 4.09 -2.63 -3.56 -0.06
N 3.30 -2.35 -2.37 0.03
C 3.71 -1.64 -1.30 -0.60
N 4.98 -1.19 -1.31 0.22
O 2.94 -1.41 -0.34 -0.13
H 3.44 -3.09 -4.30 0.09
H 4.91 -3.31 -3.35 0.09
H 4.48 -1.71 -3.99 0.09
H 2.36 -2.70 -2.31 0.13
H 5.64 -1.46 -2.02 0.10
H 5.34 -0.73 -0.49 0.12
```

The calculation puts the HOMO-LUMO gap at 7.1 eV. The value obtained for the HOMO energy is -12.48 eV. As for the charge: +2.

=====

Values for ΔE to the lowest compared entry with this formula, charge and spin, eV, ordered as above
2.0298, 0.4396, 1.2479, 1.2387, 0.9515